# 1
Entry from the OMol25 dataset: 12 unconnected molecules or ions with the total composition C44H80O28 in a non-equilibrium geometry (ωB97M-V/def2-TZVPD).

Positions of all 152 atoms, in Å:
1 C -14.79 -21.58 2.08
2 C -15.84 -22.66 2.27
3 O -16.79 -22.08 3.08
4 C -17.52 -22.72 3.99
5 C -18.34 -21.77 4.81
6 O -17.66 -23.90 3.96
7 H -14.33 -21.28 3.05
8 H -15.31 -20.68 1.61
9 H -13.89 -21.99 1.54
10 H -16.20 -22.97 1.27
11 H -15.37 -23.49 2.83
12 H -17.85 -20.79 4.97
13 H -18.75 -22.19 5.75
14 H -19.14 -21.51 4.09
15 C -20.86 -19.77 3.77
16 C -21.87 -18.75 3.33
17 O -21.74 -18.63 1.88
18 C -22.81 -18.15 1.27
19 C -22.65 -18.20 -0.22
20 O -23.86 -17.81 1.78
21 H -21.00 -19.85 4.87
22 H -19.81 -19.50 3.48
23 H -21.05 -20.75 3.35
24 H -22.93 -19.02 3.56
25 H -21.67 -17.75 3.71
26 H -23.45 -17.65 -0.69
27 H -22.77 -19.23 -0.57
28 H -21.64 -17.96 -0.55
29 C -18.41 -17.78 -0.74
30 C -18.39 -16.36 -0.23
31 O -19.72 -15.99 0.24
32 C -19.87 -14.84 0.91
33 C -21.27 -14.68 1.39
34 O -18.95 -14.03 1.05
35 H -17.40 -18.04 -0.96
36 H -19.06 -17.92 -1.65
37 H -18.64 -18.49 0.10
38 H -17.63 -16.24 0.59
39 H -18.08 -15.72 -1.06
40 H -21.59 -13.59 1.39
41 H -21.30 -15.01 2.44
42 H -21.89 -15.33 0.84
43 C -14.69 -25.30 -1.33
44 C -15.57 -25.97 -0.30
45 O -15.70 -27.32 -0.79
46 C -16.50 -28.17 -0.11
47 C -16.54 -29.60 -0.68
48 O -16.98 -27.88 0.95
49 H -13.71 -25.91 -1.26
50 H -14.50 -24.30 -1.02
51 H -15.02 -25.29 -2.36
52 H -15.03 -26.00 0.65
53 H -16.60 -25.55 -0.22
54 H -16.59 -29.51 -1.77
55 H -17.38 -30.20 -0.31
56 H -15.62 -30.08 -0.40
57 C -13.66 -17.54 7.19
58 C -14.91 -18.05 6.54
59 O -14.97 -17.48 5.18
60 C -16.10 -17.77 4.50
61 C -16.16 -17.09 3.13
62 O -16.97 -18.45 5.06
63 H -13.51 -16.48 7.01
64 H -12.78 -18.12 6.92
65 H -13.85 -17.84 8.28
66 H -14.95 -19.14 6.52
67 H -15.81 -17.73 7.06
68 H -16.58 -17.81 2.37
69 H -15.21 -16.79 2.75
70 H -16.83 -16.24 3.14
71 C -19.62 -28.09 -4.88
72 C -20.36 -26.94 -4.37
73 O -20.59 -26.08 -5.47
74 C -21.48 -25.10 -5.38
75 C -21.71 -24.45 -6.71
76 O -21.96 -24.75 -4.36
77 H -18.69 -27.76 -5.31
78 H -20.19 -28.65 -5.65
79 H -19.36 -28.78 -4.06
80 H -21.33 -27.21 -3.97
81 H -19.85 -26.35 -3.59
82 H -22.44 -23.68 -6.54
83 H -21.92 -25.26 -7.45
84 H -20.87 -23.96 -7.17
85 C -19.09 -21.43 0.97
86 C -19.52 -21.48 -0.46
87 O -18.50 -21.12 -1.47
88 C -17.60 -22.12 -1.79
89 C -17.14 -22.02 -3.20
90 O -17.43 -23.09 -1.05
91 H -18.47 -20.55 1.08
92 H -18.46 -22.29 1.18
93 H -19.92 -21.39 1.72
94 H -19.82 -22.52 -0.71
95 H -20.36 -20.76 -0.64
96 H -16.57 -21.10 -3.53
97 H -18.03 -22.07 -3.81
98 H -16.53 -22.94 -3.35
99 C -23.05 -26.16 -0.49
100 C -22.33 -24.87 -0.74
101 O -22.60 -24.01 0.45
102 C -22.79 -22.72 0.20
103 C -23.12 -21.97 1.47
104 O -22.82 -22.30 -0.98
105 H -24.09 -26.10 -0.63
106 H -22.83 -26.68 0.41
107 H -22.74 -26.79 -1.34
108 H -21.29 -25.03 -0.72
109 H -22.70 -24.37 -1.59
110 H -24.00 -21.35 1.31
111 H -22.27 -21.33 1.72
112 H -23.41 -22.66 2.24
113 O -18.95 -20.87 -6.88
114 C -18.96 -19.76 -7.29
115 O -17.93 -18.96 -7.20
116 C -18.25 -17.65 -7.74
117 C -19.77 -17.71 -7.83
118 O -20.05 -19.14 -7.86
119 H -17.92 -16.86 -7.14
120 H -17.79 -17.53 -8.71
121 H -20.06 -17.19 -8.75
122 H -20.26 -17.19 -6.96
123 O -20.82 -23.82 3.69
124 C -20.23 -24.67 3.05
125 O -19.95 -25.83 3.61
126 C -19.27 -26.58 2.51
127 C -18.76 -25.48 1.57
128 O -19.68 -24.42 1.82
129 H -18.56 -27.16 3.01
130 H -19.90 -27.29 2.04
131 H -18.74 -25.79 0.51
132 H -17.70 -25.16 1.85
133 O -20.77 -17.95 -5.00
134 C -21.19 -18.99 -4.57
135 O -20.47 -19.79 -3.81
136 C -21.12 -21.07 -3.67
137 C -22.58 -20.65 -4.06
138 O -22.35 -19.45 -4.87
139 H -20.56 -21.73 -4.30
140 H -21.08 -21.48 -2.68
141 H -23.11 -20.41 -3.15
142 H -23.18 -21.24 -4.64
143 O -16.90 -26.02 -4.54
144 C -16.76 -25.37 -5.55
145 O -15.63 -24.92 -5.98
146 C -15.78 -24.12 -7.19
147 C -17.30 -24.20 -7.50
148 O -17.78 -25.05 -6.42
149 H -15.42 -23.08 -6.91
150 H -15.17 -24.59 -7.98
151 H -17.60 -24.70 -8.45
152 H -17.88 -23.27 -7.52

Computed properties:
Highest occupied orbital energy, eV: -9.9824
Spin multiplicity: 1
Relative energy (zero: lowest compared OMol25 entry of this formula, charge and spin), eV: 1.103
Orbital gap, eV: 10.37



# 2
Entry from the OMol25 dataset: 7 unconnected molecules or ions with the total composition C44H85BF4N11O8S in a non-equilibrium geometry (ωB97M-V/def2-TZVPD).

Positions of all 154 atoms, in Å:
1 C -3.71 7.08 3.49
2 O -3.91 5.90 2.76
3 C -5.02 5.16 3.23
4 C -4.94 3.73 2.69
5 C -6.19 3.28 1.90
6 C -5.93 3.09 0.40
7 C -5.55 1.63 0.02
8 C -4.44 1.60 -1.01
9 C -4.02 0.18 -1.44
10 C -2.60 0.15 -2.00
11 C -1.81 -1.13 -1.68
12 C -1.90 -1.56 -0.22
13 C -0.76 -2.44 0.28
14 C 0.66 -1.76 0.35
15 N 0.57 -0.31 0.42
16 C 1.22 -2.26 1.65
17 C 0.75 -1.86 3.03
18 F -0.38 -1.16 2.91
19 F 0.44 -2.98 3.70
20 C 1.74 -0.99 3.90
21 F 2.38 -1.77 4.78
22 F 0.97 -0.13 4.58
23 N 2.15 -3.12 1.46
24 N 2.84 -3.74 2.48
25 C 2.35 -3.46 0.02
26 S 1.33 -5.04 -0.17
27 B 3.82 -3.97 -0.43
28 C 5.18 -3.64 0.29
29 O 3.85 -4.69 -1.56
30 C 1.76 -2.22 -0.69
31 C 2.89 -1.17 -0.77
32 C 3.56 -0.72 0.49
33 N 4.79 -0.62 0.68
34 C 1.25 -2.52 -2.09
35 C 1.68 -1.84 -3.24
36 C 1.13 -2.19 -4.47
37 C 0.19 -3.20 -4.52
38 C -0.17 -3.83 -3.32
39 N 0.33 -3.49 -2.14
40 H -3.15 6.89 4.41
41 H -3.15 7.78 2.89
42 H -4.65 7.56 3.77
43 H -5.95 5.65 2.93
44 H -4.99 5.15 4.32
45 H -4.82 3.07 3.54
46 H -4.06 3.66 2.06
47 H -6.95 4.04 2.02
48 H -6.60 2.38 2.34
49 H -5.09 3.72 0.13
50 H -6.79 3.39 -0.19
51 H -6.43 1.16 -0.41
52 H -5.25 1.12 0.93
53 H -4.68 2.23 -1.86
54 H -3.56 2.07 -0.55
55 H -4.15 -0.44 -0.57
56 H -4.71 -0.11 -2.23
57 H -2.67 0.20 -3.08
58 H -2.01 1.00 -1.67
59 H -2.17 -1.92 -2.34
60 H -0.77 -0.92 -1.94
61 H -2.04 -0.70 0.43
62 H -2.80 -2.16 -0.09
63 H -0.74 -3.38 -0.25
64 H -1.04 -2.72 1.30
65 H -0.02 0.03 1.15
66 H 0.31 0.10 -0.47
67 H 2.48 -0.45 3.31
68 H 3.68 -3.24 2.72
69 H 3.02 -4.72 2.30
70 H 2.19 -5.82 0.51
71 H 5.76 -4.54 0.51
72 H 5.79 -3.04 -0.39
73 H 5.11 -3.07 1.21
74 H 4.76 -4.85 -1.86
75 H 3.67 -1.52 -1.45
76 H 2.49 -0.27 -1.22
77 H 2.92 -0.40 1.30
78 H 5.32 -0.92 -0.14
79 H 2.41 -1.05 -3.22
80 H 1.44 -1.68 -5.37
81 H -0.27 -3.51 -5.44
82 H -0.89 -4.63 -3.33
83 C 3.68 3.37 1.94
84 C 2.21 3.38 1.63
85 O 1.76 3.42 0.49
86 N 1.37 3.35 2.71
87 C 1.75 3.23 4.10
88 H 4.24 3.40 1.01
89 H 3.96 4.24 2.54
90 H 3.97 2.47 2.48
91 H 0.39 3.42 2.47
92 H 1.28 2.34 4.52
93 H 1.42 4.10 4.67
94 H 2.83 3.14 4.19
95 C -0.90 -8.68 -2.69
96 C -1.48 -7.35 -2.30
97 O -1.79 -6.50 -3.12
98 N -1.65 -7.11 -0.97
99 C -1.34 -7.97 0.15
100 H -0.83 -8.72 -3.78
101 H 0.09 -8.81 -2.27
102 H -1.54 -9.50 -2.35
103 H -2.04 -6.20 -0.77
104 H -2.24 -8.18 0.73
105 H -0.61 -7.49 0.81
106 H -0.92 -8.91 -0.20
107 C -5.19 -0.25 -6.68
108 C -4.08 0.38 -5.88
109 O -3.38 -0.28 -5.12
110 N -3.89 1.71 -6.02
111 C -4.62 2.65 -6.86
112 H -5.22 -1.31 -6.46
113 H -6.15 0.19 -6.42
114 H -5.02 -0.12 -7.75
115 H -3.14 2.07 -5.46
116 H -3.96 3.13 -7.58
117 H -5.08 3.42 -6.25
118 H -5.40 2.14 -7.42
119 C 6.28 -6.49 4.48
120 C 4.90 -5.90 4.45
121 O 4.23 -5.87 3.42
122 N 4.40 -5.39 5.60
123 C 5.04 -5.33 6.91
124 H 6.52 -6.86 3.49
125 H 7.02 -5.74 4.78
126 H 6.33 -7.33 5.18
127 H 3.47 -5.01 5.51
128 H 4.44 -5.88 7.63
129 H 5.12 -4.30 7.24
130 H 6.03 -5.77 6.87
131 C 7.40 4.75 5.68
132 C 5.92 4.75 5.39
133 O 5.48 4.74 4.25
134 N 5.07 4.76 6.45
135 C 5.41 4.78 7.87
136 H 7.93 4.74 4.73
137 H 7.68 5.65 6.23
138 H 7.68 3.87 6.26
139 H 4.10 4.77 6.20
140 H 4.99 3.91 8.37
141 H 5.00 5.68 8.34
142 H 6.48 4.78 8.01
143 C -4.83 7.50 -9.38
144 C -4.25 6.25 -8.76
145 O -4.82 5.18 -8.81
146 N -3.04 6.37 -8.14
147 C -2.23 7.56 -7.98
148 H -5.78 7.24 -9.84
149 H -4.99 8.27 -8.63
150 H -4.16 7.89 -10.15
151 H -2.70 5.51 -7.74
152 H -1.25 7.41 -8.45
153 H -2.08 7.78 -6.92
154 H -2.70 8.42 -8.45

Computed properties:
Highest occupied orbital energy, eV: -10.6243
Spin multiplicity: 1
Orbital gap, eV: 7.48
Total charge: +1



# 3
Entry from the OMol25 dataset: 11 unconnected molecules or ions with the total composition C44H88O11 in a non-equilibrium geometry (ωB97M-V/def2-TZVPD).

Positions of all 143 atoms, in Å:
1 C -2.17 6.59 -2.30
2 C -2.53 5.50 -1.31
3 C -2.18 4.26 -2.11
4 O -2.14 4.62 -3.48
5 C -2.59 5.99 -3.64
6 H -1.08 6.65 -2.43
7 H -2.45 7.63 -2.15
8 H -3.58 5.67 -1.05
9 H -2.01 5.67 -0.37
10 H -2.90 3.47 -1.88
11 H -1.19 4.04 -1.71
12 H -3.68 5.93 -3.78
13 H -2.21 6.46 -4.54
14 C -0.54 -5.17 -0.67
15 C -0.94 -5.08 0.80
16 C -2.15 -5.96 0.86
17 O -2.85 -5.69 -0.36
18 C -1.90 -5.35 -1.36
19 H 0.23 -5.92 -0.83
20 H -0.15 -4.19 -0.98
21 H -1.26 -4.06 1.02
22 H -0.24 -5.39 1.58
23 H -2.83 -5.77 1.69
24 H -1.91 -7.03 0.94
25 H -2.15 -4.43 -1.88
26 H -1.74 -6.08 -2.17
27 C 3.84 -1.14 4.58
28 C 4.50 -2.52 4.57
29 C 3.32 -3.51 4.63
30 O 2.09 -2.81 4.41
31 C 2.40 -1.42 4.17
32 H 4.28 -0.54 3.78
33 H 3.97 -0.56 5.49
34 H 5.07 -2.73 5.48
35 H 5.16 -2.66 3.72
36 H 3.29 -3.94 5.63
37 H 3.45 -4.24 3.83
38 H 1.75 -0.80 4.79
39 H 2.15 -1.20 3.13
40 C -2.42 1.28 -5.03
41 C -1.95 0.77 -6.39
42 C -1.07 -0.38 -5.91
43 O -0.45 0.06 -4.71
44 C -1.17 1.20 -4.15
45 H -3.21 0.66 -4.61
46 H -2.73 2.31 -5.25
47 H -1.27 1.46 -6.89
48 H -2.76 0.42 -7.03
49 H -0.37 -0.53 -6.74
50 H -1.58 -1.33 -5.72
51 H -0.56 2.08 -4.34
52 H -1.41 1.02 -3.10
53 C -1.67 -1.13 4.24
54 C -3.12 -1.41 4.70
55 C -3.46 -2.70 3.94
56 O -2.19 -3.22 3.52
57 C -1.09 -2.54 4.09
58 H -1.04 -0.51 4.87
59 H -1.83 -0.61 3.30
60 H -3.79 -0.56 4.58
61 H -3.18 -1.67 5.76
62 H -4.02 -2.56 3.01
63 H -3.88 -3.46 4.60
64 H -0.27 -2.52 3.37
65 H -0.71 -2.91 5.05
66 C 4.12 -3.19 0.87
67 C 3.21 -2.68 -0.26
68 C 3.64 -3.45 -1.52
69 O 4.61 -4.40 -1.09
70 C 4.51 -4.57 0.31
71 H 3.67 -3.33 1.85
72 H 5.06 -2.64 1.00
73 H 3.19 -1.60 -0.44
74 H 2.21 -2.90 0.12
75 H 4.04 -2.73 -2.24
76 H 2.82 -3.99 -2.00
77 H 5.44 -4.97 0.72
78 H 3.67 -5.28 0.39
79 C 3.02 4.26 -3.74
80 C 3.64 3.92 -2.36
81 C 2.62 3.01 -1.73
82 O 1.75 2.53 -2.73
83 C 1.68 3.50 -3.76
84 H 3.68 3.93 -4.54
85 H 2.82 5.33 -3.76
86 H 3.96 4.79 -1.80
87 H 4.59 3.38 -2.48
88 H 2.08 3.43 -0.87
89 H 3.12 2.14 -1.28
90 H 0.87 4.23 -3.60
91 H 1.62 2.97 -4.71
92 C 0.08 0.84 -0.41
93 C -0.51 -0.56 -0.72
94 C -0.62 -1.18 0.67
95 O 0.46 -0.65 1.37
96 C 0.46 0.75 1.08
97 H -0.72 1.57 -0.54
98 H 0.91 1.09 -1.06
99 H 0.28 -1.10 -1.26
100 H -1.37 -0.58 -1.39
101 H -0.60 -2.27 0.60
102 H -1.57 -0.91 1.17
103 H 1.43 1.21 1.26
104 H -0.24 1.24 1.77
105 C -4.58 -1.91 -3.13
106 C -4.64 -2.06 -4.66
107 C -5.45 -3.33 -4.88
108 O -5.98 -3.74 -3.65
109 C -5.06 -3.30 -2.64
110 H -5.27 -1.12 -2.82
111 H -3.56 -1.64 -2.85
112 H -3.63 -2.19 -5.05
113 H -5.06 -1.21 -5.20
114 H -4.91 -4.12 -5.42
115 H -6.26 -3.10 -5.58
116 H -4.26 -4.05 -2.62
117 H -5.44 -3.24 -1.63
118 C 5.17 2.50 3.39
119 C 6.27 3.23 2.66
120 C 5.49 3.86 1.47
121 O 4.36 3.03 1.28
122 C 4.27 1.98 2.24
123 H 4.62 3.14 4.08
124 H 5.60 1.63 3.88
125 H 7.04 2.57 2.28
126 H 6.71 4.08 3.20
127 H 6.13 3.84 0.59
128 H 5.19 4.87 1.77
129 H 4.68 1.03 1.88
130 H 3.26 1.99 2.65
131 C -2.62 2.26 4.24
132 C -2.98 2.16 2.74
133 C -2.85 3.65 2.33
134 O -1.75 4.10 3.08
135 C -1.84 3.58 4.40
136 H -1.88 1.53 4.57
137 H -3.53 2.14 4.81
138 H -3.98 1.76 2.64
139 H -2.26 1.64 2.11
140 H -3.72 4.29 2.53
141 H -2.69 3.76 1.26
142 H -2.35 4.26 5.09
143 H -0.85 3.46 4.82

Computed properties:
Highest occupied orbital energy, eV: -9.3035
Spin multiplicity: 1
Relative energy (zero: lowest compared OMol25 entry of this formula, charge and spin), eV: 1.926
Orbital gap, eV: 9.81



Which value of highest occupied orbital energy does entry 3 give? -9.3035 eV